[1]
C16H24CaClO12 as an isolated structure at a distorted geometry, computed with ωB97M-V with the def2-TZVPD basis set.

```
54
C16H24CaClO12 | the Open Molecules 2025 dataset | ωB97M-V with the def2-TZVPD basis set
Ca -10.022 2.885 31.535
Cl -7.443 3.803 28.323
O -7.442 2.578 27.562
O -6.091 4.231 28.597
O -8.157 4.772 27.540
O -8.109 3.552 29.573
O -8.485 6.363 21.418
C -9.089 6.051 22.403
O -8.976 6.781 23.521
C -9.770 6.327 24.600
C -10.208 4.925 24.191
C -9.996 4.854 22.669
H -10.662 6.960 24.654
H -9.274 6.408 25.564
H -11.244 4.613 24.342
H -9.606 4.178 24.714
H -10.880 5.092 22.078
H -9.482 3.948 22.359
O -2.157 7.624 32.632
C -2.555 7.040 31.649
O -2.375 5.740 31.571
C -2.700 5.178 30.320
C -3.314 6.367 29.473
C -3.139 7.593 30.360
H -3.395 4.345 30.388
H -1.836 4.753 29.809
H -4.270 6.217 28.981
H -2.578 6.435 28.669
H -4.136 7.981 30.570
H -2.528 8.313 29.824
O -4.441 -0.146 33.857
C -4.355 0.805 33.111
O -3.734 1.890 33.545
C -3.757 2.917 32.503
C -4.857 2.543 31.541
C -5.197 1.100 31.883
H -2.779 3.078 32.044
H -3.812 3.868 33.034
H -4.662 2.693 30.484
H -5.658 3.220 31.850
H -4.909 0.387 31.111
H -6.221 0.880 32.184
O -11.017 2.435 29.459
C -11.505 2.425 28.331
O -12.706 2.897 28.065
C -12.999 2.855 26.663
C -11.979 1.905 26.094
C -10.788 2.059 27.075
H -12.798 3.829 26.215
H -13.965 2.374 26.538
H -11.612 2.018 25.079
H -12.327 0.885 26.278
H -10.041 2.723 26.639
H -10.362 1.058 27.121
```

E_LUMO = -6.91 eV
energy relative to the best compared isomer or geometry (same formula, charge and spin) = 39.1 kcal/mol
maximum force = 0.0825 hartree/bohr
total charge = +1

[2]
C16H24CdN2O as an isolated structure at a distorted geometry, computed with ωB97M-V with the def2-TZVPD basis set.

```
44
C16H24CdN2O | the Open Molecules 2025 dataset | ωB97M-V with the def2-TZVPD basis set
C -5.209 0.322 0.181
C -5.206 1.619 -0.620
H -5.403 -0.537 -0.465
H -5.988 0.336 0.946
H -4.252 0.158 0.683
H -4.329 1.691 -1.265
H -6.093 1.687 -1.256
H -5.212 2.492 0.036
C 1.183 -2.793 -0.171
C 2.080 -3.850 -0.374
C 3.197 -3.637 -1.189
C 3.381 -2.387 -1.769
H 0.300 -2.913 0.461
H 1.889 -4.806 0.107
H 3.916 -4.428 -1.379
H 4.221 -2.166 -2.426
N 1.359 -1.584 -0.726
C 2.449 -1.366 -1.500
C 2.611 0.001 -2.017
N 1.674 0.904 -1.645
C 1.773 2.186 -2.043
C 3.816 1.710 -3.216
C 2.840 2.629 -2.822
H 0.981 2.861 -1.709
H 2.884 3.678 -3.092
C 3.698 0.379 -2.823
H 4.427 -0.379 -3.108
H 4.665 2.015 -3.816
Cd 0.024 0.387 -0.073
C -1.300 2.157 -0.183
H -1.576 2.284 -1.236
H -0.873 3.102 0.194
H -2.203 1.929 0.392
C -1.499 -1.043 3.010
C -0.416 0.030 2.974
C 0.341 0.109 4.290
O 0.487 -0.170 1.929
H -1.056 -2.044 2.988
H -2.187 -0.990 2.152
H -2.098 -0.948 3.920
H -0.952 0.987 2.831
H 0.961 -0.784 4.409
H 1.023 0.964 4.265
H -0.326 0.209 5.154
```

E_LUMO = -0.75 eV
maximum force = 0.0304 hartree/bohr

[3]
C16H24Cl6O13S as an isolated structure at a distorted geometry, computed with ωB97M-V with the def2-TZVPD basis set.

```
60
C16H24Cl6O13S | the Open Molecules 2025 dataset | ωB97M-V with the def2-TZVPD basis set
C 4.003 -2.344 2.912
Cl 3.469 -1.015 1.878
Cl 5.751 -2.465 2.986
Cl 3.278 -3.837 2.301
H 3.625 -2.157 3.907
C 6.154 -2.778 -1.520
Cl 5.285 -2.320 -3.017
Cl 5.185 -3.753 -0.440
Cl 6.807 -1.342 -0.751
H 6.971 -3.390 -1.876
C -0.189 -2.305 2.800
C -1.548 -2.185 3.416
C -2.701 -2.250 2.393
O -3.566 -3.264 2.930
C -3.016 -3.826 4.031
O -3.502 -4.724 4.636
O -1.854 -3.226 4.345
H 0.515 -2.306 3.633
H -0.010 -1.497 2.097
H -0.095 -3.226 2.221
H -1.657 -1.228 3.932
H -2.353 -2.589 1.417
H -3.254 -1.323 2.376
C -2.197 1.114 -1.008
C -2.694 1.973 0.126
C -3.544 1.179 1.136
O -2.610 0.887 2.197
C -1.609 1.794 2.140
O -0.846 2.014 3.017
O -1.597 2.410 0.937
H -2.977 0.434 -1.353
H -1.363 0.495 -0.671
H -1.835 1.662 -1.881
H -3.301 2.831 -0.158
H -3.977 0.227 0.839
H -4.356 1.778 1.558
C -1.231 4.362 -4.619
C -0.313 4.660 -3.463
C -0.988 4.924 -2.118
O -0.204 4.183 -1.188
C 0.626 3.354 -1.839
O 1.363 2.574 -1.330
O 0.483 3.489 -3.172
H -0.641 4.022 -5.468
H -1.849 5.233 -4.839
H -1.922 3.548 -4.384
H 0.395 5.454 -3.709
H -1.997 4.496 -2.096
H -1.050 5.979 -1.866
C 2.275 -1.394 -1.586
C 1.351 -0.397 -0.851
O 0.391 -1.274 -0.183
S 0.059 -2.435 -1.203
O -0.688 -1.933 -2.304
O -0.370 -3.574 -0.490
O 1.588 -2.632 -1.662
H 3.183 -1.530 -1.002
H 2.553 -0.969 -2.549
H 0.758 0.243 -1.496
H 1.835 0.170 -0.067
```

E_LUMO = 0.24 eV
energy relative to the best compared isomer or geometry (same formula, charge and spin) = 3.5 kcal/mol
maximum force = 0.0290 hartree/bohr

[4]
C16H24Cl9N5O3 as an isolated structure at a distorted geometry, computed with ωB97M-V with the def2-TZVPD basis set.

```
57
C16H24Cl9N5O3 | the Open Molecules 2025 dataset | ωB97M-V with the def2-TZVPD basis set
C 0.438 2.905 -2.556
C -0.143 1.582 -2.739
N -0.589 0.536 -2.886
H 0.527 3.094 -1.487
H -0.303 3.593 -2.966
H 1.435 3.001 -2.975
C 3.693 -2.179 -1.940
C 3.356 -2.102 -0.536
N 3.040 -2.001 0.562
H 2.870 -1.881 -2.588
H 4.019 -3.195 -2.173
H 4.563 -1.553 -2.143
C -3.081 3.154 6.685
C -3.237 3.204 5.230
N -3.319 3.212 4.088
H -3.146 2.135 7.060
H -3.859 3.762 7.144
H -2.110 3.551 6.976
C 1.186 -0.909 -5.259
C 1.505 -1.521 -3.984
N 1.799 -2.019 -2.992
H 1.269 -1.663 -6.040
H 1.964 -0.166 -5.458
H 0.235 -0.386 -5.247
C 1.603 -5.655 -3.120
C 0.792 -4.551 -2.644
N 0.162 -3.685 -2.235
H 2.416 -5.284 -3.737
H 0.969 -6.368 -3.647
H 1.983 -6.197 -2.252
C 0.450 0.090 -0.961
O -0.101 0.196 0.331
C 0.205 1.178 1.150
O 0.953 2.087 0.906
O -0.461 0.971 2.276
C -0.265 1.905 3.318
H -0.175 0.575 -1.707
H 0.559 -0.961 -1.227
H 1.469 0.476 -1.017
H 0.644 1.703 3.888
H -1.082 1.751 4.017
H -0.294 2.944 3.001
C -3.737 0.289 1.585
Cl -2.983 -1.032 0.711
Cl -3.748 0.124 3.337
Cl -5.415 0.547 0.963
H -3.281 1.236 1.331
C 0.010 -3.826 0.939
Cl 0.161 -3.002 2.464
Cl -1.660 -4.118 0.513
Cl 0.946 -5.342 0.892
H 0.413 -3.170 0.176
C -0.452 4.509 1.433
Cl 0.362 5.330 0.101
Cl -1.862 3.581 0.891
Cl -0.985 5.682 2.668
H 0.293 3.862 1.880
```

E_LUMO = 0.23 eV
energy relative to the best compared isomer or geometry (same formula, charge and spin) = 161.9 kcal/mol
maximum force = 0.1613 hartree/bohr